1.
The following is a quantum chemistry calculation of a structure of composition C71H145N7O11 in a non-equilibrium geometry, from OMol25.

## Properties
* relative energy (zero: lowest compared OMol25 entry of this formula, charge and spin): 16.343 eV
* total charge: 0

Geometry as XYZ:
```
234
Properties=species:S:1:pos:R:3:forces:R:3:lowdin_charge:R:1
H -4.126267 0.439088 1.701207 -0.1 0.0 -0.4 0.0923
C 7.779339 1.174784 0.185744 -0.6 -0.4 0.4 -0.0163
H -2.067142 -3.561621 -2.741229 0.5 0.1 -0.4 0.0712
N 2.815302 -1.946452 3.176114 1.4 -2.0 1.4 -0.1097
H -4.146916 3.144050 -7.167352 0.2 -0.3 0.0 0.0824
H 4.834714 5.778722 4.465283 0.2 -0.4 -0.3 0.1200
O -2.924438 3.428153 2.865845 0.7 0.4 0.2 -0.0048
C -1.443871 -4.305025 -2.228941 -2.0 0.2 -0.2 -0.0617
C -2.789198 -0.483611 -5.012329 -1.0 0.6 1.2 -0.1282
H -1.701617 -1.005545 -0.700129 -0.4 0.4 0.0 0.1047
H -3.796082 -2.491486 1.822024 0.0 0.4 -0.1 0.0717
H 4.467517 3.429590 4.877738 0.2 0.2 -0.1 0.0954
C 1.695232 -2.793381 -3.707758 0.8 -1.5 0.1 -0.1883
H 7.507842 1.244628 1.242247 -0.1 0.2 0.0 0.0828
H -3.099580 -1.719945 0.338819 -0.3 0.2 0.6 0.0430
H 6.454198 0.010607 -3.579016 0.1 0.1 0.0 0.1137
H 1.679734 -5.655474 -2.535162 0.1 0.0 0.3 0.0640
H 4.511645 -4.189635 4.112557 0.3 0.0 0.0 0.1233
H -1.896021 4.622954 0.807287 -0.5 0.0 0.5 0.0873
H 4.426513 0.791500 4.256360 0.0 -0.3 0.4 0.0692
C -0.084605 -4.459225 -2.841470 0.5 0.5 0.0 -0.4814
N -0.255321 -4.751259 -4.293699 0.1 0.8 0.3 -0.0924
H 2.585457 5.372484 5.391748 -0.2 0.1 0.0 0.1051
C 4.079075 -1.764897 -0.034887 2.4 -1.7 -2.9 -0.1171
C 0.545089 -3.042686 -2.736603 0.8 0.8 -0.9 -0.1247
H -4.772915 4.404854 4.618208 0.3 -0.1 -0.1 0.0790
H 3.404448 0.865805 -0.234320 0.1 -0.2 -0.1 0.1123
H -3.417726 -0.845313 5.885936 -0.3 0.0 -0.1 0.1081
C -2.465519 3.251624 5.616621 1.2 -0.8 0.0 -0.0275
H -9.176063 -2.726189 0.187323 -0.1 -0.2 -0.3 0.0761
C -2.313715 5.427836 -1.105962 -0.1 -0.5 -0.8 -0.1501
C -1.479898 1.138145 -0.412390 0.7 0.8 -0.2 -0.5202
C 0.460874 4.083104 3.711200 0.0 -1.3 0.0 -0.0343
H -5.663519 -5.094344 -2.518234 0.4 -0.1 0.2 0.1051
C 1.205930 5.082469 2.819844 0.5 -0.3 1.5 -0.4763
H 4.971117 3.342600 1.759956 -0.3 0.0 -0.1 0.0651
H -2.939789 -3.370382 0.559241 -0.5 -0.5 0.1 0.0710
C -3.879393 5.506006 0.626604 0.5 0.1 -0.1 -0.4621
H 8.517899 -2.150921 0.221808 0.0 0.0 0.5 0.0895
C -3.761767 0.352091 -4.158427 0.3 0.6 -0.5 -0.1654
C -2.925939 2.440448 -5.451131 -0.2 -0.2 1.1 -0.4950
C 1.366824 -3.161734 -5.131566 -0.1 0.7 -0.2 -0.1502
O -3.803027 6.725605 0.048776 -0.5 0.5 0.4 0.0275
C -6.999280 -4.720468 -0.903144 1.1 0.4 -1.3 -0.1324
H -0.572183 4.382162 3.891143 0.2 0.2 0.1 0.0678
H -4.687643 -0.219861 -4.081978 0.0 0.0 0.3 0.1062
H -1.460255 -3.920959 -1.207639 0.5 -0.4 0.2 0.0807
H -0.880739 -4.270055 -6.647185 0.1 0.2 0.2 0.0769
C -3.973437 1.263758 5.773226 1.4 -1.3 0.3 -0.1295
H -0.708841 5.776378 2.115089 0.0 -0.4 0.3 0.0876
O -0.726997 1.630541 0.615146 0.4 0.5 -1.9 -0.0248
O -4.748467 5.211732 1.399599 -0.1 0.0 0.2 0.1181
C 0.153994 -4.607168 -6.668031 0.5 -0.6 -0.6 -0.0376
H 1.838737 -3.874969 4.608787 0.8 0.0 0.1 0.0852
H 0.358545 3.079016 3.281820 0.3 0.6 -0.4 0.0564
H -0.810790 0.815286 -3.686782 -0.2 0.2 -0.2 0.0599
H -2.075482 -5.194003 -2.309810 0.4 -0.3 0.4 0.0881
H 2.097485 -1.781613 -3.642672 -0.1 0.0 0.1 0.1093
H 7.739445 -1.449600 -2.051232 0.6 0.1 -0.1 0.1237
H 7.178276 1.867056 -0.403071 0.0 0.0 0.1 0.0635
H -2.405796 -1.207817 -4.288857 0.2 -0.5 -0.6 0.1103
H 0.210035 -6.509793 -2.173438 -0.2 0.1 0.1 0.0854
N -3.273784 2.277465 3.558135 -2.4 -1.1 0.3 -0.1001
C -3.084720 0.071690 5.393959 0.4 0.1 -0.6 -0.1720
H -2.372994 3.214365 6.705662 -0.9 0.6 0.1 0.0826
H -1.260785 -1.792533 -6.589534 0.5 0.1 0.6 0.0664
H 6.299735 1.166688 -2.210680 -0.1 0.1 -0.5 0.0953
H -0.171499 -2.247627 -2.969355 -0.5 -0.4 0.2 0.0906
H -4.464443 -0.854974 -1.094026 0.0 -0.2 -0.4 0.0714
H 3.711652 -0.753542 0.903515 -1.5 4.7 3.1 -0.0201
C 3.706805 -0.124434 1.795152 -2.1 -0.2 7.4 -0.0770
C 0.266464 -0.454981 0.016085 0.0 1.4 -0.3 -0.0720
H -3.642669 1.433081 6.801150 -0.5 0.6 0.1 0.1102
N 2.481743 4.581029 2.280997 0.2 1.1 -0.4 -0.0811
C 0.258738 5.482983 1.696795 -0.1 0.9 0.5 -0.0259
C 2.738512 6.171812 4.658995 0.1 -0.8 -0.1 -0.1822
H -5.307584 3.554103 6.036752 0.6 -0.2 0.3 0.0854
H 0.231105 -1.371180 0.596766 0.1 -0.1 -0.2 0.1005
C 8.777114 -1.088393 0.264357 0.2 -0.8 0.0 -0.0416
H 0.562811 6.438140 1.258560 0.5 -0.4 -0.6 0.0884
N -5.982686 -3.271453 0.846978 0.2 -1.6 -0.6 -0.1052
C 1.535095 6.313014 3.727962 0.0 -0.3 -0.2 -0.1172
C 0.698943 -5.541444 -2.070272 0.3 0.2 -0.8 -0.0042
H 0.992520 -2.774111 -1.776041 -0.6 -0.6 0.5 0.1055
H 5.013109 1.535245 -0.427723 0.0 -0.1 -1.2 0.0912
H -5.803806 -3.008994 2.669629 -0.1 0.2 0.2 0.1027
H 0.235230 0.494748 2.007021 1.6 0.1 -2.4 0.0364
C -3.017475 -0.142827 3.866142 -0.3 -0.3 1.7 -0.1205
H -1.551776 2.693431 5.383178 -0.1 -0.1 -0.3 0.0575
C -0.490879 0.410985 -4.647597 0.0 -0.8 0.4 -0.0253
H 4.584817 0.507871 1.621145 -1.4 -6.7 11.1 0.0265
H -0.746844 2.061657 2.426663 -0.7 -0.5 0.6 0.0680
O 1.490804 -1.513926 3.074586 0.0 0.6 -0.1 0.0009
C 7.664014 -0.388143 -1.798775 -1.1 0.0 -0.2 -0.1376
H -3.999008 -3.231166 -1.819630 0.3 -0.3 0.0 0.1030
H -8.162799 -2.480799 -1.274372 -0.2 0.0 0.0 0.0759
H 5.552082 -2.709425 1.521778 -2.8 -2.4 0.2 0.1025
H 5.879108 4.461082 2.597688 -0.2 0.7 0.3 0.0951
C -1.171713 -0.726740 -6.780463 -0.8 1.5 -1.4 -0.0359
H -1.293227 5.261705 -1.448052 0.0 -0.1 0.1 0.1226
H -2.378405 4.138747 -4.217448 0.4 0.1 -0.1 0.0716
H -1.933264 -0.549006 -7.550884 0.1 -0.1 -0.1 0.0880
H -4.644533 2.297716 -4.162620 0.0 0.3 -0.2 0.1240
H -2.069012 0.190881 5.787458 0.0 0.4 -0.1 0.1053
H -8.100151 -3.914428 2.284501 -0.5 0.4 -0.3 0.0740
H 0.092851 4.653897 1.013179 0.2 0.2 -0.3 0.0775
C -8.163315 -2.592139 -0.188469 0.2 0.4 -0.2 -0.0278
H -0.226391 -0.634176 -4.455065 0.6 0.2 0.2 0.0580
H 2.744058 -4.595821 0.991297 -0.3 -0.2 0.1 0.0952
H -4.808629 1.397204 -5.675265 0.0 0.2 -0.1 0.1177
H 5.175473 -1.636015 -2.395911 0.3 -0.3 0.4 0.1182
H 9.661297 -1.059504 -0.376782 -0.2 0.6 -0.2 0.0865
C 3.957436 5.809090 3.819786 -1.2 0.7 0.1 -0.1510
C 4.454518 0.694751 -0.001488 2.8 4.3 -5.3 -0.0811
H 0.725793 -3.949225 -7.326198 -0.1 0.1 -0.1 0.0836
H 2.703547 0.592568 4.219300 -0.1 -0.1 0.0 0.0745
H 1.615774 -6.625267 -5.079457 -0.2 0.1 0.0 0.0889
H -5.757200 2.967333 4.496597 0.2 -0.2 -0.2 0.0883
C 6.403896 0.115318 -2.496752 -0.6 0.2 1.3 -0.1758
C 3.854180 -0.919766 3.119514 -1.6 0.6 -0.3 -0.3982
H -1.117663 2.867605 -4.303914 0.0 0.2 0.4 0.0721
H -0.242768 -0.414156 -7.258668 0.3 -0.4 0.3 0.0846
C 5.449743 -2.838628 2.603368 -0.7 -2.2 2.5 -0.1789
H 4.778988 4.971206 1.229194 0.3 0.4 0.3 0.0954
H 1.757791 7.160810 3.075826 -0.4 0.2 0.1 0.1166
C -3.656489 -2.568015 0.747595 0.4 0.4 -0.6 -0.0060
H -2.486257 0.289731 0.969665 -0.7 -0.6 1.1 0.0638
C 5.052529 -0.646806 -0.410448 0.1 0.2 -1.6 -0.3824
C -1.608272 0.249379 -5.665097 -0.6 -0.4 0.5 -0.5049
H -2.641632 2.724359 -3.292935 0.5 -0.4 0.1 0.0586
C 3.638853 0.036106 4.321468 0.2 0.3 -0.9 -0.0184
H -6.654473 -5.729782 -0.672336 -0.4 0.0 0.9 0.1174
H -9.032179 -4.760826 0.976897 -0.1 0.1 0.1 0.0806
H -0.714589 1.440097 4.038589 -0.4 0.1 0.3 0.0902
C -8.051502 -4.492886 1.363878 1.0 -0.5 0.0 -0.0413
H 1.310366 -1.212279 3.975958 -0.3 -0.1 -0.1 0.1087
H 1.363127 1.258076 0.952621 -0.4 0.7 -0.7 0.0891
H -1.298922 2.148628 -7.814164 0.1 0.0 0.0 0.1058
H 8.821082 1.491121 0.129364 0.1 -0.2 -0.2 0.0847
H -1.873364 7.416913 -0.220882 0.1 -0.1 -0.1 0.1229
C 0.840692 -4.604253 -5.288854 -1.1 1.1 0.1 -0.4945
H -3.455195 -0.943670 -5.743908 0.5 -0.3 -0.3 0.1214
H 1.615314 -3.208766 1.098099 -0.3 -0.3 0.2 0.0756
H -4.221363 -4.643531 -0.707228 0.3 0.2 0.2 0.1222
H 4.061975 2.415366 3.496145 -0.4 0.1 0.2 0.0406
C -5.350328 -1.349563 -0.688879 -0.2 1.0 0.7 -0.0174
H 0.678812 -2.405720 -5.524165 -0.5 -0.4 0.0 0.0889
C -4.978907 -2.699411 -0.052189 0.4 -0.2 0.5 -0.4784
C -1.104707 1.231077 3.034273 -0.2 0.4 3.0 -0.0423
C -3.495062 3.520764 -6.378995 1.0 0.0 -0.1 -0.0355
H -5.696809 -0.624449 0.057680 0.2 -0.3 0.4 0.0824
O -0.929965 -5.982505 -4.483381 0.2 -0.1 0.1 -0.0163
N 6.361362 -0.971917 0.159922 0.5 -0.7 -1.3 -0.0203
H -3.388093 0.497972 -3.142519 0.1 0.2 0.0 0.0847
H 0.641553 6.432966 4.341659 -0.1 0.6 -0.3 0.1215
H -7.848606 -1.634959 0.227761 0.2 -0.1 0.1 0.0743
H 3.135654 -1.726459 -0.582080 0.0 0.4 -0.2 0.1251
H 6.439193 -3.252745 2.830483 0.2 0.0 0.6 0.1427
O -6.240492 -2.480185 1.994350 0.2 0.3 -0.4 -0.0241
H 2.835796 0.530460 1.806416 0.2 0.1 0.4 0.1042
H -5.013019 0.945955 5.850694 -0.2 0.3 -0.6 0.1177
C -1.004587 -0.177762 -0.830743 1.5 -2.1 0.2 -0.0655
C 4.895682 4.374189 2.135975 0.5 -1.7 -1.5 -0.0474
H -0.773103 -0.193375 -1.894320 -0.1 0.3 0.0 0.0982
H -3.187579 1.834216 1.054366 -0.3 -0.1 0.6 0.0711
C -2.182480 3.063591 -4.220000 -0.6 0.6 -0.9 -0.0051
N -2.085584 1.516112 -6.230343 -1.0 -0.8 -0.9 -0.1006
H -6.181103 -1.307244 -1.392664 0.3 -0.6 -0.4 0.0721
H 9.098944 -0.751746 1.249300 -0.2 -0.3 0.2 0.0841
H -1.759050 -5.696477 -4.881712 0.0 -0.2 0.0 0.1029
H -4.005868 -0.523585 3.599655 0.1 0.0 -0.5 0.1134
C -3.666177 2.517118 4.942110 0.7 1.3 1.3 -0.4755
H 2.669532 -5.402996 -4.406073 0.1 0.1 -0.2 0.0663
H 2.476344 -3.502825 -3.399602 0.4 0.4 0.1 0.1035
H -2.243060 -0.898834 3.729651 -0.3 -0.2 -0.5 0.1204
H 5.558766 -1.469519 4.298007 -0.7 -1.0 0.5 0.1329
H -3.015735 5.094482 -1.876058 0.3 0.2 -0.4 0.1139
H 2.595734 3.734530 0.644049 -0.1 -0.4 -0.2 0.1101
C -4.110562 1.670783 -4.878895 -0.3 -1.2 0.3 -0.1441
H 2.499722 -5.612740 -6.185142 0.2 0.2 0.1 0.0881
H 5.973056 -0.756634 2.875383 -1.3 0.1 2.3 0.1075
C 0.382684 0.787393 0.965410 0.5 -1.8 -1.1 -0.1555
C 1.991565 -4.215391 3.576288 -1.0 0.8 1.0 -0.0480
C -4.907293 3.402657 5.031441 -0.8 0.5 -0.5 -0.0380
C 3.718630 4.497753 3.055296 0.6 0.0 1.8 -0.5079
C 4.418593 -3.887973 3.073450 0.2 1.6 -1.7 -0.0609
O 6.288168 -1.134703 1.558255 3.7 4.4 -6.9 -0.1567
H -3.716280 3.767172 2.422518 -0.3 -0.1 0.1 0.0733
H 3.839352 -1.685954 1.028106 1.0 -3.6 -1.5 0.0487
H 0.819861 -5.280614 -1.020285 -0.1 0.0 0.0 0.0771
H 3.671451 -0.460327 5.289105 0.1 -0.2 -0.1 0.0914
O 2.305162 3.406665 1.502718 0.0 0.1 0.1 -0.0137
H -7.565453 -5.418272 1.691632 0.2 -0.1 -0.4 0.0793
H -2.255903 4.231206 5.192043 -0.5 0.2 0.3 0.0683
H 4.719621 -4.640802 2.341933 -1.0 -1.0 0.6 0.1235
H 4.077723 6.633864 3.109230 0.3 -0.1 -0.2 0.1220
C 1.980833 -5.605970 -5.225371 -0.2 -0.6 0.0 -0.0270
C -3.141578 0.895251 1.604393 -0.3 -0.1 0.8 0.0213
H 0.976074 -4.013031 3.225211 0.1 -0.7 -0.6 0.0755
H 4.615671 0.898706 1.063143 1.0 6.9 -10.3 -0.0125
C 3.757645 3.297268 4.059906 -0.2 0.4 -0.6 -0.0096
H 2.226960 -3.012003 -5.792570 0.2 -0.3 0.2 0.1276
C 5.251056 -1.492613 3.245661 -0.6 0.2 3.9 -0.1334
H 2.779180 3.157942 4.512665 0.1 -0.3 -0.1 0.0629
H -6.360706 -3.596487 -2.648905 0.4 0.8 0.4 0.1036
H 3.244624 -2.948395 0.619100 -1.4 -2.2 1.5 -0.0118
H 2.263170 -5.266705 3.627753 -0.2 -0.1 -0.4 0.0863
H -2.598351 3.972196 -6.810406 -0.4 0.5 -0.3 0.0780
C -2.632621 6.870817 -0.783111 -0.7 -0.5 0.1 -0.1333
H 4.251975 -0.218509 -2.368034 0.0 0.3 0.2 0.1164
H -7.901403 -4.786002 -1.513406 -0.2 -0.3 0.4 0.1192
C 7.581137 -0.303180 -0.255311 1.1 1.0 -1.2 -0.5045
C -5.900219 -4.232388 -1.885045 -0.8 -0.4 -0.3 -0.1773
C -4.666491 -3.741653 -1.124656 -1.2 0.2 -1.1 -0.1426
H 2.938978 7.075530 5.236154 -0.3 0.1 -0.1 0.1123
O -1.010496 2.161091 -6.895826 0.0 0.2 0.3 -0.0165
C -7.243027 -3.758023 0.252326 -1.2 0.2 1.4 -0.4853
H -4.076635 4.271546 -5.845680 0.2 0.0 0.3 0.0848
H 0.170522 -5.580116 -7.165929 -0.1 -0.1 0.3 0.0817
H -3.023046 3.630483 -0.087608 -0.2 0.2 0.1 0.0996
H 0.961633 3.843012 4.651802 -0.1 0.6 0.2 0.0781
H 8.464265 0.245545 -2.180975 0.5 -0.5 0.2 0.1233
H -0.509567 0.335812 2.822627 -2.3 -0.2 1.1 0.0586
C -2.748350 4.660685 0.127914 1.0 -0.1 -0.3 -0.0909
H -2.946702 7.422286 -1.667231 0.2 0.2 0.1 0.1248
C -2.637624 1.081131 3.065185 1.0 0.3 -1.5 -0.4341
C 5.179543 -0.630994 -1.958717 -0.1 -0.4 -0.5 -0.1205
H 0.353949 0.984113 -5.026032 0.0 -0.1 -0.1 0.0941
O -2.376419 1.743671 -0.923830 0.0 0.5 -0.4 0.0927
H 1.101056 -0.409239 -0.682098 0.3 -0.5 0.2 0.0972
C 2.632615 -3.553640 1.292991 -0.2 -0.3 0.0 -0.0391
C 2.979669 -3.357460 2.798301 -0.3 -0.6 -0.9 -0.4669
H 6.450832 -2.074430 1.695987 1.9 1.3 -0.4 0.0307
H 4.494237 -2.761490 -0.199007 0.6 0.3 -0.8 0.1290
```
Positions in Å, forces in eV/Å.

=====

2.
The following is a quantum chemistry calculation of an isolated molecule of C4H6N2O in a non-equilibrium geometry, from OMol25.

## Properties
* relative energy (zero: lowest compared OMol25 entry of this formula, charge and spin): 5.242 eV
* total charge: 0

Geometry as XYZ:
```
13
Properties=species:S:1:pos:R:3:forces:R:3:nbo_charge:R:1
C 0.911901 -0.594714 -0.591869 3.9 -3.1 0.3 -0.2604
H -2.069628 -0.116195 2.019587 -0.4 1.3 0.4 0.1895
C 0.719672 0.806409 -0.491667 2.5 1.7 -1.4 -0.2948
C -1.378791 -0.066538 1.199249 -1.7 2.4 -1.9 0.3055
H -0.127676 2.679929 -0.142412 -0.3 0.1 -0.1 0.1963
O -1.343994 1.074297 0.370562 -1.5 0.3 2.3 -0.5279
N -0.181237 -1.541983 -0.277601 -2.0 -0.3 1.3 -0.5137
H -0.088982 -2.626788 -0.241623 0.4 3.2 -0.1 0.4109
H 1.478946 1.473343 -0.854075 1.3 -0.6 -0.4 0.2218
H 2.050965 -0.766624 -0.070239 -3.0 -0.1 -0.1 0.1785
C -0.203626 1.606672 -0.149399 -2.5 -0.1 1.8 0.1209
N -1.179205 -1.212770 0.815401 4.8 -4.3 -2.1 -0.2581
H 1.411655 -0.715038 -1.585914 -1.4 -0.6 0.0 0.2314
```
Positions in Å, forces in eV/Å.